# 1
80
Properties=species:S:1:pos:R:3 method="wB97M-V/def2-TZVPD" mol_weight_da=419.6 total_charge=0 spin_multiplicity=1 e_tot_ev=-39205.109 largest_force_ev_per_a=2.89
N -1.4231 -1.0367 -2.8458
H -0.4950 -1.4832 -2.5879
H -1.4074 -0.9755 -3.8601
H -1.4039 -0.1372 -2.2706
H -2.2751 -1.5773 -2.6409
N 0.3745 -0.6661 -0.2175
H 0.7221 -1.2635 -0.9901
H -0.2690 0.0066 -0.6714
H 1.1479 -0.2114 0.2655
H -0.1488 -1.2860 0.4103
C 0.5418 -3.6843 -2.2360
O 0.9141 -2.3465 -2.1962
H 0.7634 -4.1807 -1.2727
H -0.5582 -3.7969 -2.3348
H 1.0058 -4.2891 -3.0268
C -2.6762 1.6586 -1.4566
O -1.5974 0.7936 -1.3452
H -3.6567 1.1547 -1.4524
H -2.5943 2.4509 -0.7015
H -2.7353 2.1872 -2.4323
O 2.9905 -0.6778 0.4733
H 3.1953 -1.4937 -0.0018
H 3.8315 -0.2145 0.5412
O -0.5451 -2.9688 1.2118
H 0.3055 -3.4230 1.2219
H -1.1779 -3.6530 0.9555
O 0.6514 2.2098 0.5419
H 0.1874 1.9405 -0.2631
H 0.9750 3.0986 0.3390
C 3.6923 -0.4854 4.9748
C 2.3000 -0.0868 4.4905
C 2.3056 1.2851 3.8042
O 2.5760 2.2780 4.7752
C 2.7079 3.5685 4.2710
N 1.8737 -1.1024 3.4958
H 4.0905 0.3230 5.6001
H 4.4425 -0.6008 4.1898
H 3.6519 -1.3499 5.6353
H 1.7139 -0.0463 5.4081
H 1.2862 1.4617 3.4391
H 2.9934 1.2890 2.9510
H 3.4985 3.6996 3.5281
H 2.7793 4.2993 5.0797
H 1.7610 3.9323 3.8309
H 0.8791 -0.9664 3.3461
H 2.3926 -0.8547 2.6595
C 0.2770 2.9000 -4.4925
C 1.2023 2.9954 -3.2931
C 0.9734 4.1891 -2.3565
O 1.7503 4.1750 -1.1633
C 3.0623 4.6325 -1.3216
N 1.0441 1.7351 -2.5302
H -0.6528 2.3585 -4.3350
H 0.8077 2.4316 -5.3261
H 0.0476 3.8678 -4.9556
H 2.2501 3.0323 -3.6011
H -0.0543 4.3856 -2.0330
H 1.1523 5.1581 -2.8555
H 3.6280 4.4459 -0.4081
H 3.1219 5.7118 -1.5131
H 3.6300 4.1573 -2.1300
H 0.0567 1.5953 -2.2994
H 1.5573 1.9300 -1.6754
C -4.3363 -0.9402 -0.1055
C -3.4474 -2.1561 -0.2987
C -3.7999 -3.2818 0.6643
O -2.7945 -4.2690 0.6346
C -3.0899 -5.4035 1.4126
N -3.6342 -2.6039 -1.6968
H -5.3864 -1.2192 -0.2092
H -3.9962 -0.1676 -0.7924
H -4.2425 -0.5106 0.8939
H -2.3903 -1.9533 -0.1089
H -4.7928 -3.6946 0.4305
H -3.8447 -2.8947 1.6948
H -2.3607 -6.1675 1.1547
H -4.0834 -5.7860 1.1419
H -3.1215 -5.2396 2.4945
H -3.4788 -3.6067 -1.7999
H -4.6419 -2.5859 -1.8566

=====

# 2
103
Properties=species:S:1:pos:R:3 method="wB97M-V/def2-TZVPD" mol_weight_da=738.7 total_charge=0 spin_multiplicity=1 e_above_lowest_kj_mol=845.96 e_tot_ev=-74789.472 largest_force_ev_per_a=11.01
C -4.8403 2.0962 2.0621
C -4.5868 1.0557 0.9605
O -3.2153 1.2330 0.6715
H -4.7774 1.6657 3.0902
H -5.7856 2.4751 1.9294
H -4.1700 3.0024 1.9557
H -5.2153 1.4015 0.1075
H -4.9099 0.0463 1.2237
H -2.9532 1.0373 -0.2458
C 1.3573 4.9856 -2.0731
O 0.1628 4.8459 -1.3358
N 1.8972 6.1018 -2.2972
N 1.9758 3.9236 -2.3673
H 1.3675 6.8642 -1.9604
H 2.6896 6.2532 -2.9515
H 1.3822 3.1182 -2.2109
H 2.7951 3.9253 -2.9856
C 0.0313 -3.7300 -0.2523
O 0.3795 -3.1467 1.0025
N -0.6279 -2.9801 -1.0861
N 0.2371 -4.9214 -0.5357
H -0.7467 -1.9655 -0.9169
H -1.0350 -3.3304 -1.9747
H 0.7455 -5.5453 0.1111
H -0.0322 -5.4832 -1.3558
C 3.9855 0.8275 1.6098
O 5.0663 1.5153 2.1982
N 2.9334 0.4086 2.3019
N 3.8939 0.6319 0.3354
H 3.0191 0.2486 3.3567
H 2.0340 0.0944 1.8926
H 4.4809 1.1351 -0.3552
H 3.5733 -0.3072 0.0132
C -0.2029 0.1478 0.1445
O 0.5442 -0.2747 1.2932
N 0.0925 1.1785 -0.5834
N -1.2292 -0.4693 -0.3300
H 0.8396 1.8391 -0.2184
H -0.5228 1.5946 -1.3165
H -1.7978 -1.1415 0.3376
H -1.7329 -0.1634 -1.2115
C -2.4948 1.4840 -2.5701
O -3.7444 1.9046 -2.2447
N -2.1867 0.2168 -2.8050
N -1.4567 2.2619 -2.5590
H -2.9362 -0.5549 -2.6862
H -1.2305 -0.0863 -3.2098
H -1.7356 3.2791 -2.5344
H -0.6221 2.1811 -3.1874
C 3.1163 -2.9406 -1.0831
O 3.4394 -4.1655 -0.5481
N 3.2542 -2.7814 -2.3616
N 2.8444 -1.8250 -0.4708
H 3.4148 -3.6217 -2.8217
H 2.8907 -1.9775 -2.9073
H 2.6676 -1.8894 0.5753
H 2.2561 -1.1155 -0.9471
C 1.9093 3.4990 1.2151
O 1.6892 4.8881 1.3120
N 2.2449 2.8572 0.1158
N 1.6701 2.7872 2.2750
H 2.3104 3.4947 -0.6625
H 2.7372 1.9415 0.1242
H 1.4939 3.2890 3.1356
H 2.0434 1.8256 2.2615
C -2.9993 -2.3206 1.7352
O -4.2383 -2.1813 2.2650
N -2.7613 -3.1796 0.7994
N -1.9468 -1.5925 2.0423
H -3.5995 -3.7405 0.5686
H -1.8272 -3.1836 0.2980
H -2.0567 -0.7819 2.6740
H -0.9525 -1.6414 1.7958
C -1.1521 1.2924 3.4029
O -0.2822 1.2824 4.4973
N -2.2676 0.6369 3.4422
N -0.9902 2.0749 2.3971
H -2.4722 0.1113 4.2898
H -3.0346 0.7970 2.7692
H -0.0337 2.5165 2.2982
H -1.4964 2.0434 1.4749
C 3.3203 -3.3149 2.7633
O 4.3518 -3.0012 3.5961
N 2.5749 -2.3721 2.2089
N 2.8534 -4.5182 2.6685
H 2.8721 -1.4069 2.4349
H 1.6130 -2.5184 1.7739
H 3.4422 -5.1485 3.1398
H 2.1122 -4.8636 2.0896
C 1.5556 -0.1800 -3.2281
O 0.2622 -0.3652 -3.5015
N 2.5160 -0.5707 -3.9256
N 1.9754 0.2760 -2.0799
H 3.5326 -0.5339 -3.6972
H 2.1932 -0.9462 -4.8483
H 1.2002 0.5457 -1.4227
H 2.9275 0.7113 -1.9311
C -4.9154 -1.3624 -1.4353
O -3.5920 -1.6990 -1.5910
H -5.1259 -0.3068 -1.7394
H -5.2387 -1.4747 -0.4202
H -5.6631 -1.8404 -2.0841
H -3.3347 -2.3888 -0.9691

=====

# 3
113
Properties=species:S:1:pos:R:3 method="wB97M-V/def2-TZVPD" mol_weight_da=888.7 total_charge=+1 spin_multiplicity=4 e_tot_ev=-108929.738 largest_force_ev_per_a=9.51
Ti -0.3204 -0.3811 -0.0859
C 4.9234 0.4573 0.0627
O 5.8444 -0.2966 -0.0150
N 4.8675 1.4525 0.9204
N 3.7993 0.3138 -0.6074
H 4.0484 2.0429 0.8985
H 5.6345 1.5377 1.5720
H 3.7302 -0.5013 -1.1999
H 3.1063 1.0304 -0.4453
C -0.1845 5.0007 -2.4974
O -1.3155 5.1802 -2.0957
N 0.5140 3.9139 -2.1865
N 0.5991 5.7573 -3.1787
H -0.0671 3.2244 -1.7317
H 1.4673 3.7564 -2.4807
H 1.4684 5.2937 -3.4012
H 0.1638 6.5206 -3.6765
C 0.9091 0.4146 -6.1760
O -0.2248 0.1377 -5.9338
N 1.3427 1.0587 -7.1606
N 1.8390 0.2543 -5.2551
H 0.8137 1.1897 -8.0109
H 2.3493 1.0695 -7.2428
H 1.4167 -0.2476 -4.4871
H 2.7623 0.6483 -5.3663
C 0.7245 2.4117 1.1558
O 0.4690 1.7843 0.1773
N 0.8534 3.6981 1.1920
N 0.8987 1.9378 2.3158
H 1.0312 4.0211 0.2517
H 0.6818 4.2902 1.9921
H 1.0337 2.5308 3.1222
H 1.0787 0.9475 2.3999
C 1.4255 -2.2126 -2.4477
O 1.5750 -1.6293 -1.3905
N 2.1595 -2.0790 -3.4495
N 0.5241 -3.0455 -2.8011
H 2.0319 -2.7225 -4.2175
H 2.9747 -1.4875 -3.3732
H 0.3494 -3.3941 -3.7328
H 0.1967 -3.4287 -1.9258
C 5.8423 -3.8029 -0.0184
O 6.5008 -4.6602 0.5511
N 6.1359 -3.3145 -1.2018
N 4.6957 -3.3746 0.3385
H 5.4681 -2.6974 -1.6414
H 6.9260 -3.7247 -1.6789
H 4.0764 -2.7551 -0.1642
H 4.3206 -3.8458 1.1492
C -3.2412 -0.0850 1.4188
O -2.2187 0.4920 1.3596
N -4.1493 -0.0535 0.4152
N -3.6702 -0.6568 2.4408
H -5.0264 -0.5500 0.3489
H -3.9244 0.4738 -0.4163
H -3.2647 -0.6281 3.3654
H -4.5301 -1.1633 2.2858
C -3.4059 4.2159 1.1081
O -4.2524 3.4435 0.6353
N -3.4271 5.4879 0.9833
N -2.3593 3.7713 1.7734
H -4.0105 5.9797 0.3216
H -2.9821 6.0391 1.7032
H -2.2277 2.7717 1.7151
H -1.6388 4.4236 2.0483
C -3.8350 -2.5814 -2.8442
O -4.5616 -3.2425 -3.5765
N -2.6106 -2.5163 -2.9763
N -4.2958 -1.7365 -1.9755
H -2.2168 -1.7235 -2.4900
H -2.2744 -3.0847 -3.7405
H -3.8295 -1.1346 -1.3118
H -5.3040 -1.7847 -2.0117
C -2.2862 1.5710 5.4980
O -1.9070 1.6021 6.6200
N -1.6359 2.1561 4.4943
N -3.3309 1.0396 5.1156
H -0.6443 2.3358 4.5616
H -1.9246 1.8635 3.5717
H -3.9077 0.6052 5.8218
H -3.7890 1.4451 4.3120
C -0.4663 -1.4195 4.7142
O -1.5122 -1.4746 4.1799
N 0.2764 -2.5065 5.1552
N 0.2557 -0.3236 5.0315
H 0.0576 -3.4271 4.8021
H 1.1753 -2.4663 5.6140
H 1.2623 -0.3259 5.1145
H -0.1346 0.5729 4.7784
C -1.5052 -3.6789 0.3329
O -1.5253 -2.5287 -0.0238
N -1.4698 -4.5842 -0.5392
N -1.3029 -4.0434 1.5641
H -1.6995 -4.3489 -1.4942
H -1.1492 -5.4349 -0.0992
H -1.1907 -3.4153 2.3470
H -1.5441 -4.9889 1.8250
C 1.9051 -1.8171 2.2959
O 1.3201 -0.9067 1.7373
N 1.5035 -3.0268 2.1574
N 2.9063 -1.8285 3.1254
H 1.8143 -3.8006 2.7273
H 0.7135 -3.0892 1.5312
H 3.2654 -0.9513 3.4743
H 3.4164 -2.6890 3.2641
C -1.7098 0.9468 -2.4622
O -1.6331 -0.2211 -2.2022
N -2.2493 1.8617 -1.7043
N -1.5108 1.3941 -3.6187
H -2.5489 1.5449 -0.7932
H -2.5907 2.7282 -2.0950
H -1.8379 2.3358 -3.7809
H -1.0705 0.8621 -4.3557